146
Properties=species:S:1:pos:R:3:forces:R:3:mulliken_charge:R:1 method="wB97M-V/def2-TZVPD" total_energy_ev=-259007.7534 homo_energy_ev=-9.66 homo_lumo_gap_ev=5.39 charge=+1 lumo_ev=-4.268 max_force_ev_per_a=5.32
C -4.86595 2.68466 1.82611 0.0 -0.4 1.1 -0.39
C -5.28173 1.09942 1.49093 -2.2 2.4 0.7 -0.39
O -4.32311 0.41699 0.61455 -0.6 0.1 1.2 0.04
N -3.25523 -0.05992 1.26838 3.7 -0.1 3.8 0.27
C -2.78820 0.09691 2.54988 -0.4 0.6 -1.0 -0.53
C -1.37403 -0.68649 2.81265 -0.9 -0.5 -0.4 0.06
C -0.41657 -0.32096 4.07682 0.6 4.2 0.9 -0.54
Br 0.24575 -1.87258 5.22597 -0.9 1.7 -1.6 -0.11
C 0.01915 1.02410 4.53591 -0.5 -4.3 0.2 0.15
C 1.00540 1.17570 5.86665 0.6 0.2 -1.0 -1.08
Br -0.58648 2.66596 3.57790 0.5 -1.8 1.1 -0.13
C -0.77544 -0.73462 1.27587 -1.6 -0.2 -0.4 2.00
C -0.22095 0.61932 0.55865 0.9 1.1 0.2 -0.98
C 1.36660 0.97892 0.88616 -0.1 0.6 -1.1 0.18
C 1.62313 2.63010 0.80312 -0.1 -0.3 0.3 -0.43
C 2.97010 2.99296 -0.06511 -0.4 1.1 0.0 -0.86
C 4.33113 3.19900 0.88640 -2.2 -2.6 -2.2 0.89
F 4.15586 2.27410 2.02923 1.4 3.0 -2.9 -0.25
F 5.47013 2.75955 -0.00412 -2.9 1.6 3.4 -0.31
C 4.36891 4.78913 1.26737 -1.8 1.6 -3.1 0.67
F 3.02153 5.37741 1.58304 4.3 -2.7 -1.2 -0.25
F 4.82358 5.51562 0.02335 -2.0 -2.8 3.9 -0.27
S 5.50788 5.26886 2.66566 2.5 3.4 2.0 1.19
F 6.54677 3.92312 2.46711 -2.6 2.6 0.4 -0.28
F 4.55561 4.52155 3.87851 2.1 1.2 -2.8 -0.27
F 4.54629 6.71774 2.84846 2.3 -2.8 0.1 -0.33
F 6.44587 6.16086 1.49737 -1.2 -1.9 3.0 -0.34
F 6.58259 5.84457 3.88188 -2.5 -1.4 -2.5 -0.29
C 0.06958 -2.12517 1.27478 -0.1 -1.5 0.0 -0.70
O 1.22630 -2.19371 0.37984 1.2 -0.6 2.3 -0.07
C 2.45014 -2.65026 1.05173 4.6 -0.1 1.5 0.03
C 3.78468 -1.65659 0.89334 0.8 -2.7 1.9 -0.08
C 5.26177 -2.00413 1.57625 -2.5 -2.3 0.5 0.45
C 6.51593 -0.92991 1.34588 -2.0 0.2 -0.2 -0.56
C 5.45021 -3.36918 2.46139 -4.1 1.2 -2.2 -0.86
C 4.13329 -4.38274 2.59240 0.5 3.4 -1.6 -0.71
C 2.65317 -4.04232 1.89595 2.1 1.8 0.3 0.56
C 1.42955 -5.11819 2.06484 0.0 -1.6 -0.6 1.15
C 1.16936 -5.86309 0.59605 0.8 0.0 0.5 -0.79
C 1.73211 -6.34413 3.12950 0.6 0.4 1.2 -1.26
C -2.26923 -0.98036 0.56290 0.8 -2.9 1.0 -1.03
P -2.37321 -1.25605 -1.31533 -3.4 1.3 -2.9 0.52
N -3.91710 -1.37037 -1.85839 2.0 0.8 0.1 -0.72
H -5.22720 2.90014 2.93424 0.7 -0.4 -2.3 0.30
H -3.69633 2.84634 1.83444 -2.4 -0.3 -0.2 0.13
H -5.41815 3.45272 1.13767 1.3 -1.6 1.2 0.06
H -5.54532 0.52151 2.48440 1.0 0.7 -2.1 0.34
H -6.31067 1.18957 0.89227 2.6 -0.6 1.0 0.22
H -3.27771 0.75252 3.38519 0.6 -1.4 -2.0 0.50
H -1.71897 -1.81343 3.00761 0.7 2.3 -0.3 0.52
H 0.61866 0.58154 6.80108 0.5 1.2 -2.0 0.35
H 2.04795 0.69852 5.54802 -2.3 1.0 0.7 0.28
H 1.22337 2.30346 6.14179 -0.8 -2.4 -0.7 0.32
H -0.28791 0.61317 -0.63342 0.0 -0.5 2.7 0.09
H -0.89924 1.54713 0.88238 1.4 -2.1 -0.5 0.07
H 1.97044 0.54959 -0.05022 -1.2 0.6 2.4 -0.03
H 1.73662 0.51369 1.89384 -0.6 0.9 -2.0 0.38
H 0.64428 3.12177 0.32849 2.4 -1.0 0.8 0.44
H 1.74906 3.12680 1.85494 -0.3 -1.1 -2.0 0.13
H 2.75479 4.04014 -0.58640 0.7 -2.3 1.0 0.35
H 3.19174 2.19900 -0.89614 -0.2 1.5 1.8 0.11
H -0.66541 -3.00379 0.93774 1.4 1.8 0.7 0.01
H 0.43424 -2.41367 2.34846 -0.7 0.9 -1.9 -0.03
H 3.76225 -0.64207 0.27043 -0.2 -2.6 1.4 -0.01
H 6.31833 -0.01436 2.07964 0.7 -2.0 -1.4 0.17
H 7.57148 -1.41067 1.50074 -2.2 0.9 -0.3 0.37
H 6.35398 -0.48425 0.25171 0.7 -1.1 2.3 -0.04
H 6.49824 -3.59518 2.97125 -2.6 0.4 -1.2 0.28
H 4.33668 -5.36472 3.23151 -0.9 2.4 -1.6 0.00
H 0.39787 -4.66172 2.37530 2.2 -0.4 -0.4 0.01
H 2.19702 -5.77889 0.02251 -2.3 -0.1 0.8 0.26
H 0.99535 -7.02554 0.78754 0.1 2.6 -0.5 0.38
H 0.26930 -5.36738 0.02387 2.1 -1.2 1.0 0.05
H 0.92638 -7.19926 3.11411 1.4 1.9 -0.3 0.41
H 1.77385 -5.94483 4.25378 0.0 -0.8 -2.5 0.20
H 2.77482 -6.85945 2.94422 -2.1 1.1 0.1 0.28
H -2.61927 -2.04130 0.98378 0.7 1.9 -1.0 0.38
H -1.69372 -2.48243 -1.73058 0.3 1.0 1.4 -0.06
H -1.80744 -0.10390 -2.02307 0.3 -1.2 1.1 0.17
H -4.05458 -0.56370 -2.53718 0.0 -1.2 1.3 0.19
C -5.64996 4.89326 -2.48907 0.2 0.1 -0.3 -0.52
C -5.99730 5.13446 -1.07861 -0.3 0.2 0.9 0.50
N -6.27159 5.32501 0.03587 0.4 -0.4 -1.7 -0.56
H -6.49093 5.11163 -3.15574 0.1 0.0 0.4 0.26
H -4.81068 5.51846 -2.81169 -0.1 0.0 0.3 0.33
H -5.36214 3.85094 -2.66230 -0.1 0.2 0.3 0.02
C 0.12672 -3.22816 -4.62239 0.2 -0.2 -0.2 -0.15
C -0.11923 -1.85026 -4.16510 -0.2 1.0 0.3 0.51
N -0.31350 -0.76148 -3.80392 0.4 -1.7 -0.6 -0.52
H -0.25827 -3.96550 -3.91000 0.0 0.3 0.0 -0.18
H -0.35503 -3.42685 -5.58560 0.1 0.4 0.4 -0.05
H 1.19609 -3.42783 -4.74830 -0.1 0.3 0.2 0.34
C 6.81574 -0.55147 -3.18676 0.1 0.1 -0.1 -0.52
C 6.02451 -1.71479 -2.75218 -0.6 -1.0 0.4 0.36
N 5.39920 -2.63386 -2.40879 1.0 1.5 -0.6 -0.41
H 7.85567 -0.82460 -3.39488 -0.2 -0.2 0.1 0.31
H 6.40970 -0.10448 -4.10037 0.0 -0.3 0.2 0.15
H 6.83410 0.23336 -2.42323 -0.1 -0.2 0.0 0.14
C -8.02812 1.23016 -2.32070 -0.2 0.0 0.3 -0.72
C -6.57388 1.36887 -2.50550 1.0 0.1 -0.2 0.56
N -5.42482 1.47839 -2.65138 -1.8 -0.2 0.3 -0.59
H -8.58435 1.62969 -3.17532 0.4 -0.1 0.1 0.32
H -8.32302 0.18190 -2.20436 0.4 0.5 -0.1 0.19
H -8.37559 1.76465 -1.43027 0.3 0.1 -0.1 0.29
C -8.51280 -3.70724 -1.80628 0.0 -0.2 0.1 -0.76
C -8.66272 -2.45352 -2.56386 -0.1 1.0 -0.7 0.44
N -8.78130 -1.46287 -3.16235 0.0 -2.2 0.8 -0.49
H -7.66817 -4.30149 -2.17075 -0.1 0.3 -0.1 0.21
H -8.33979 -3.51834 -0.74152 0.0 0.2 -0.3 0.26
H -9.40674 -4.33522 -1.88229 0.1 0.3 -0.1 0.31
C -11.29479 3.99463 -2.73961 -0.2 0.0 0.0 -0.92
C -9.84585 4.13883 -2.95865 1.3 0.2 -0.2 0.42
N -8.70097 4.25263 -3.13162 -2.1 -0.2 0.3 -0.39
H -11.86680 4.72137 -3.32616 0.3 -0.1 0.0 0.32
H -11.64979 2.99839 -3.02390 0.3 0.1 0.0 0.29
H -11.56202 4.14542 -1.68836 0.3 0.0 -0.2 0.28
C 3.72946 2.97980 -4.05425 -0.2 0.2 0.1 -0.50
C 4.79162 2.23064 -4.74619 0.9 -0.6 -0.6 0.37
N 5.63094 1.63867 -5.29277 -1.5 1.1 0.9 -0.48
H 2.95721 3.32315 -4.75077 0.3 -0.2 0.0 0.35
H 3.23124 2.36753 -3.29515 0.2 -0.1 -0.2 0.02
H 4.12442 3.86619 -3.54673 0.2 -0.2 -0.2 0.24
C -3.06839 -5.62946 -3.48861 -0.2 -0.1 -0.2 -0.85
C -1.91976 -5.48528 -2.57863 0.8 0.1 0.7 0.54
N -1.01211 -5.37148 -1.85970 -1.6 0.0 -1.3 -0.46
H -3.84466 -4.88532 -3.28111 0.3 0.0 0.1 0.26
H -2.77300 -5.50528 -4.53583 0.2 0.1 0.3 0.16
H -3.53428 -6.61645 -3.39881 0.3 0.1 0.2 0.34
C 4.57995 -3.22047 6.73909 0.1 0.2 0.1 -0.72
C 3.93041 -4.49790 6.40072 -0.6 -1.1 -0.3 0.43
N 3.41724 -5.50721 6.13321 0.9 1.7 0.5 -0.44
H 4.54836 -3.02344 7.81592 -0.1 -0.3 -0.2 0.33
H 5.63318 -3.21019 6.43918 -0.2 -0.2 0.0 0.27
H 4.09361 -2.37496 6.24122 -0.1 -0.3 -0.1 0.15
C -1.68706 -4.29758 -8.94711 0.1 0.0 -0.3 -0.84
C -2.03440 -4.05637 -7.53665 -0.4 0.2 1.1 0.49
N -2.30869 -3.86583 -6.42217 0.3 -0.4 -2.0 -0.46
H -2.52804 -4.07921 -9.61379 0.0 0.0 0.3 0.30
H -0.84779 -3.67238 -9.26973 -0.2 0.0 0.3 0.29
H -1.39925 -5.33990 -9.12034 -0.1 0.2 0.3 0.27
C 7.35969 8.79714 3.37635 0.0 -0.2 0.0 -0.49
C 7.54291 10.21271 3.73805 0.2 1.3 0.3 0.12
N 7.68770 11.33114 4.02399 -0.3 -1.9 -0.5 -0.36
H 7.20379 8.67173 2.29962 0.0 0.2 0.2 0.25
H 8.23183 8.19365 3.64933 -0.1 0.3 0.0 0.30
H 6.49243 8.35940 3.88184 0.2 0.3 0.0 0.17